C27H37AsCl2N4O2Si3Ta as an isolated structure. Source: the OMol25 dataset; level of theory: ωB97M-V/def2-TZVPD.

CARTESIAN COORDINATES (ANGSTROEM)
Ta1 -0.004 -0.706 -1.356
Cl1 4.289 -5.445 1.400
C1 3.689 -4.081 0.569
C2 2.311 -3.910 0.489
C3 1.828 -2.790 -0.174
N1 0.480 -2.430 -0.462
C4 -0.544 -3.399 -0.221
O1 -0.434 -4.374 0.455
C5 -1.788 -3.097 -0.975
C6 -2.840 -3.976 -1.039
C7 -3.932 -3.637 -1.833
C8 -3.919 -2.437 -2.534
C9 -2.831 -1.599 -2.410
N2 -1.774 -1.909 -1.625
C10 2.705 -1.853 -0.714
C11 4.076 -2.044 -0.685
C12 4.566 -3.166 -0.032
Cl2 6.255 -3.401 0.030
N3 1.993 -0.788 -1.318
C13 2.710 0.374 -1.709
O2 3.790 0.697 -1.318
C14 1.924 1.176 -2.696
C15 2.473 2.159 -3.480
C16 1.655 2.780 -4.422
C17 0.324 2.393 -4.527
C18 -0.162 1.418 -3.681
N4 0.624 0.814 -2.763
H1 1.675 -4.652 0.935
H2 -2.784 -4.908 -0.492
H3 -4.775 -4.311 -1.919
H4 -4.738 -2.153 -3.181
H5 -2.801 -0.667 -2.956
H6 4.775 -1.351 -1.125
H7 3.521 2.404 -3.366
H8 2.056 3.543 -5.076
H9 -0.334 2.835 -5.262
H10 -1.196 1.105 -3.754
C19 -1.920 0.615 3.895
Si1 -1.609 -0.526 2.471
C20 -3.232 -0.986 1.676
C21 -0.498 -1.933 2.949
As1 -0.277 0.682 0.743
Si2 -1.643 2.558 -0.038
C22 -2.924 1.755 -1.131
C23 -0.564 3.761 -0.963
C24 -2.449 3.355 1.425
Si3 1.791 1.504 1.898
C25 1.170 2.156 3.513
C26 2.855 -0.005 2.060
C27 2.428 2.868 0.816
H11 -2.740 0.135 4.445
H12 -2.265 1.611 3.631
H13 -1.079 0.694 4.580
H14 -3.703 -1.769 2.278
H15 -3.154 -1.355 0.656
H16 -3.911 -0.131 1.683
H17 -0.992 -2.497 3.747
H18 0.436 -1.554 3.370
H19 -0.258 -2.637 2.156
H20 -2.497 1.268 -2.009
H21 -3.610 2.514 -1.520
H22 -3.515 1.023 -0.577
H23 0.251 3.306 -1.527
H24 -0.124 4.481 -0.271
H25 -1.185 4.332 -1.659
H26 -3.240 2.749 1.866
H27 -2.903 4.286 1.071
H28 -1.739 3.633 2.206
H29 1.034 1.364 4.249
H30 0.250 2.733 3.427
H31 1.929 2.839 3.909
H32 2.271 -0.925 2.100
H33 3.404 0.071 3.004
H34 3.584 -0.081 1.254
H35 1.810 3.760 0.911
H36 2.522 2.600 -0.235
H37 3.432 3.131 1.166

Summary:
LUMO level (alpha / beta) in eV: -10.5 / -10.5
Frontier orbital gap (alpha / beta) in eV: 5.2 / 5.2
Charge: +3
E_HOMO (alpha / beta) in Ha: -0.580 / -0.580
Molecular weight in g mol⁻¹: 860.65

A 2-piece molecular cluster, C4H8O2 overall. Source: the OMol25 dataset; level of theory: ωB97M-V/def2-TZVPD.

CARTESIAN COORDINATES (ANGSTROEM)
C1 -1.331 0.870 -1.039
C2 -1.485 0.336 0.357
O1 -1.620 -0.834 0.636
C3 1.493 0.018 1.015
C4 1.627 -0.713 -0.091
O2 1.114 -1.944 -0.310
H1 -1.198 0.045 -1.739
H2 -0.471 1.548 -1.083
H3 -2.222 1.448 -1.315
H4 -1.479 1.107 1.157
H5 0.952 -0.361 1.878
H6 1.934 1.005 1.080
H7 2.180 -0.363 -0.958
H8 0.506 -2.162 0.412

Summary:
Energy relative to the best compared isomer or geometry (same formula, charge and spin) in kcal per mole: 41.9
SMILES: C=CO.CC=O
LUMO level in eV: 1.0
Frontier orbital gap in eV: 10.1
Charge: 0
E_HOMO in Ha: -0.335
Molecular weight in g mol⁻¹: 88.11

A 3-piece molecular cluster, C11H25ClN2O10P2S2 overall in a non-equilibrium geometry. Source: the OMol25 dataset; level of theory: ωB97M-V/def2-TZVPD.

CARTESIAN COORDINATES (ANGSTROEM)
O1 -2.769 -0.150 1.860
S1 -2.840 -0.772 0.514
O2 -3.518 0.185 -0.420
C1 -1.146 -1.019 -0.120
C2 -0.779 -2.456 -0.681
C3 -1.975 -3.348 -1.072
O3 -2.643 -4.141 -0.089
S2 -2.041 -4.218 1.420
O4 -1.938 -5.613 1.915
O5 -2.980 -3.493 2.324
C4 -0.391 -3.426 1.644
Cl1 0.586 -4.392 2.787
C5 0.308 -3.062 0.280
P1 1.445 -4.343 -0.495
P2 0.403 -5.925 -1.557
O6 1.407 -7.051 -1.668
O7 0.083 -5.418 -3.133
O8 -0.950 -6.532 -0.792
H1 -3.620 -1.906 0.518
H2 -1.019 -0.284 -0.936
H3 -0.468 -0.674 0.681
H4 -0.236 -2.250 -1.627
H5 -2.741 -2.687 -1.537
H6 -1.663 -4.016 -1.902
H7 -0.593 -2.463 2.155
H8 0.980 -2.211 0.523
H9 2.074 -5.072 0.564
H10 -0.749 -5.805 -3.427
H11 -1.619 -6.657 -1.476
C6 -0.507 2.996 -0.120
O9 -0.727 1.960 0.481
N1 -1.448 3.793 -0.668
C7 -1.101 5.012 -1.369
C8 -2.847 3.414 -0.550
H12 0.517 3.376 -0.268
H13 -1.575 5.863 -0.873
H14 -1.457 4.952 -2.400
H15 -0.022 5.160 -1.375
H16 -3.117 3.342 0.505
H17 -3.003 2.439 -1.010
H18 -3.478 4.154 -1.039
C9 4.204 4.008 -0.401
O10 3.320 4.025 -1.233
N2 4.049 4.354 0.898
C10 5.144 4.310 1.846
C11 2.738 4.781 1.346
H19 5.232 3.698 -0.647
H20 4.895 3.622 2.657
H21 5.308 5.309 2.258
H22 6.059 3.971 1.362
H23 2.021 3.978 1.168
H24 2.429 5.657 0.772
H25 2.759 5.026 2.405

Summary:
SMILES: O=[SH](=O)C[C@@H]1COS(=O)(=O)[C@@H](Cl)[C@H]1PP(=O)(O)O.CN(C)C=O.CN(C)C=O
LUMO level in eV: -0.3
Frontier orbital gap in eV: 8.9
Charge: 0
E_HOMO in Ha: -0.340
Molecular weight in g mol⁻¹: 506.86

An isolated ion of composition C4H8N4S and charge +2 in a non-equilibrium geometry. Source: the OMol25 dataset; level of theory: ωB97M-V/def2-TZVPD.

CARTESIAN COORDINATES (ANGSTROEM)
C1 0.044 -0.741 0.655
C2 2.074 0.476 1.479
C3 -2.471 0.706 -0.735
C4 -2.651 -0.586 0.005
N1 2.959 -0.046 -0.700
N2 2.847 0.535 0.283
N3 2.966 -0.433 -1.777
N4 0.884 -0.223 1.313
S1 -1.109 -1.667 0.042
H1 1.876 1.512 1.801
H2 2.666 -0.010 2.273
H3 -1.908 1.434 -0.156
H4 -2.011 0.559 -1.712
H5 -3.463 1.122 -0.913
H6 -3.349 -1.258 -0.499
H7 -2.943 -0.457 1.047
H8 3.590 -0.926 -2.407

Summary:
Energy relative to the best compared isomer or geometry (same formula, charge and spin) in kcal per mole: 40.2
LUMO level in eV: -9.6
Frontier orbital gap in eV: 9.2
Charge: +2
E_HOMO in Ha: -0.692
Molecular weight in g mol⁻¹: 144.20

C23H34B2CrF2N6O4S3 as an isolated structure in a non-equilibrium geometry. Source: the OMol25 dataset; level of theory: ωB97M-V/def2-TZVPD.

CARTESIAN COORDINATES (ANGSTROEM)
Cr1 -0.466 1.308 0.292
C1 -3.457 -0.490 2.502
C2 -3.377 -1.994 2.217
C3 -3.795 -2.756 3.480
C4 -4.283 -2.396 1.049
N1 -2.002 -2.351 1.859
C5 -1.212 -3.272 2.499
C6 -0.029 -3.311 1.849
N2 -0.071 -2.431 0.806
B1 1.146 -2.185 -0.117
N3 0.649 -1.821 -1.527
C7 -0.119 -2.726 -2.213
C8 -0.665 -2.111 -3.278
N4 -0.249 -0.800 -3.269
C9 0.582 -0.641 -2.194
S1 1.476 0.724 -1.825
C10 -0.562 0.188 -4.305
C11 0.655 0.268 -5.231
C12 -0.876 1.556 -3.699
C13 -1.803 -0.259 -5.082
N5 2.090 -1.122 0.475
C14 3.384 -1.076 0.035
C15 4.002 -0.048 0.644
N6 3.093 0.567 1.475
C16 1.910 -0.092 1.337
S2 0.487 0.147 2.240
C17 3.512 1.736 2.260
C18 4.677 1.274 3.154
C19 2.410 2.301 3.150
C20 3.961 2.832 1.288
C21 -1.279 -1.834 0.831
S3 -1.824 -0.655 -0.263
H1 -4.375 -0.259 3.037
H2 -3.439 0.088 1.584
H3 -2.607 -0.181 3.107
H4 -4.822 -2.489 3.718
H5 -3.166 -2.486 4.327
H6 -3.759 -3.835 3.329
H7 -5.315 -2.135 1.264
H8 -4.216 -3.468 0.871
H9 -3.964 -1.872 0.153
H10 -1.534 -3.827 3.353
H11 0.845 -3.891 2.056
H12 1.751 -3.218 -0.184
H13 -0.205 -3.740 -1.879
H14 -1.317 -2.516 -4.022
H15 1.535 0.531 -4.650
H16 0.498 1.026 -5.993
H17 0.831 -0.691 -5.716
H18 0.020 2.032 -3.313
H19 -1.597 1.448 -2.890
H20 -1.306 2.211 -4.454
H21 -1.624 -1.164 -5.658
H22 -2.085 0.533 -5.772
H23 -2.627 -0.419 -4.392
H24 3.747 -1.761 -0.701
H25 5.010 0.289 0.546
H26 4.354 0.440 3.775
H27 4.989 2.089 3.802
H28 5.537 0.958 2.568
H29 2.022 1.551 3.834
H30 1.595 2.681 2.537
H31 2.820 3.129 3.727
H32 4.781 2.508 0.652
H33 4.283 3.706 1.847
H34 3.130 3.130 0.654
O1 1.341 4.853 0.062
C22 0.570 3.902 -0.051
O2 0.637 2.806 0.619
C23 -0.589 3.905 -1.030
O3 -0.875 4.764 -1.835
O4 -1.329 2.751 -0.925
F1 -3.344 2.051 0.056
B2 -2.066 2.507 0.317
F2 -2.100 3.535 1.224

Summary:
2S+1: 4
Energy relative to the best compared isomer or geometry (same formula, charge and spin) in kcal per mole: 22.8
LUMO level (alpha / beta) in eV: 2.4 / 2.4
Expectation value of S²: 3.8711
Frontier orbital gap (alpha / beta) in eV: 6.6 / 5.9
Charge: -1
E_HOMO (alpha / beta) in Ha: -0.153 / -0.129
Molecular weight in g mol⁻¹: 666.38

C59H42BrF3FeN4O2P2S3 as an isolated structure in a non-equilibrium geometry. Source: the OMol25 dataset; level of theory: ωB97M-V/def2-TZVPD.

CARTESIAN COORDINATES (ANGSTROEM)
Fe1 0.332 -1.358 1.256
Br1 1.946 -3.575 4.405
C1 2.369 -3.940 2.550
C2 3.172 -5.043 2.297
C3 3.615 -5.249 1.047
C4 3.384 -4.302 0.077
C5 2.581 -3.229 0.429
N1 1.997 -3.071 1.641
C6 2.399 -2.072 -0.475
O1 2.899 -2.089 -1.580
O2 1.743 -1.016 0.026
H1 3.485 -5.633 3.138
H2 4.206 -6.091 0.812
H3 3.745 -4.325 -0.938
S1 0.398 -1.634 -4.889
C7 -0.060 -1.343 -6.454
C8 -1.365 -1.055 -6.517
C9 -2.073 -1.117 -5.284
C10 -1.196 -1.517 -4.285
C11 -1.462 -1.986 -2.884
C12 -0.786 -1.545 -1.728
N2 -0.874 -2.134 -0.562
C13 -1.719 -3.219 -0.439
C14 -2.508 -3.646 -1.498
C15 -3.468 -4.713 -1.317
C16 -3.538 -5.305 -0.106
C17 -2.686 -4.935 0.984
C18 -2.738 -5.565 2.230
C19 -1.981 -5.063 3.246
C20 -1.124 -3.965 3.005
N3 -1.041 -3.375 1.836
C21 -1.818 -3.854 0.840
C22 -2.045 -5.732 4.587
C23 -3.214 -6.166 5.145
C24 -3.076 -6.789 6.388
C25 -1.819 -6.715 6.891
S2 -0.760 -6.020 5.736
C26 -2.335 -3.038 -2.749
H4 0.656 -1.503 -7.296
H5 -1.903 -0.842 -7.399
H6 -3.146 -0.943 -5.222
H7 -0.165 -0.677 -1.773
H8 -4.074 -5.045 -2.139
H9 -4.295 -6.111 0.035
H10 -3.392 -6.396 2.468
H11 -0.651 -3.437 3.806
H12 -4.141 -6.055 4.642
H13 -3.916 -7.157 6.940
H14 -1.323 -7.090 7.762
H15 -2.852 -3.372 -3.628
S3 1.881 1.405 4.844
C27 1.224 0.120 3.952
N4 1.820 -0.176 2.834
C28 2.917 0.639 2.663
C29 3.776 0.674 1.534
C30 4.804 1.614 1.487
C31 5.017 2.519 2.542
C32 4.221 2.470 3.646
C33 3.146 1.539 3.682
H16 0.425 -0.435 4.348
H17 3.621 -0.046 0.741
H18 5.498 1.644 0.659
H19 5.842 3.190 2.475
H20 4.395 3.076 4.534
F1 -2.522 -0.778 1.615
C34 -1.403 -0.495 2.359
F2 -1.694 -1.061 3.560
F3 -1.532 0.828 2.633
C35 1.303 1.634 -1.092
P1 0.039 1.395 0.188
C36 0.241 2.828 1.279
C37 -0.877 3.312 1.947
C38 -0.823 4.310 2.890
C39 0.438 4.842 3.213
C40 1.541 4.464 2.508
C41 1.472 3.406 1.622
C42 -1.615 1.615 -0.640
C43 -2.791 1.550 0.142
C44 -4.070 1.632 -0.467
C45 -4.172 1.884 -1.818
C46 -3.014 1.832 -2.613
C47 -1.726 1.741 -2.034
P2 1.939 3.312 -1.719
C48 0.775 4.689 -1.572
C49 1.194 5.744 -0.724
C50 0.442 6.864 -0.477
C51 -0.805 6.935 -1.093
C52 -1.250 5.926 -1.971
C53 -0.460 4.833 -2.248
C54 1.865 3.124 -3.575
C55 2.442 4.189 -4.304
C56 2.335 4.188 -5.689
C57 1.633 3.206 -6.344
C58 1.013 2.198 -5.611
C59 1.197 2.107 -4.261
H21 1.122 1.020 -1.966
H22 2.223 1.192 -0.732
H23 -1.885 3.059 1.607
H24 -1.777 4.588 3.414
H25 0.513 5.698 3.901
H26 2.484 4.960 2.682
H27 2.376 3.163 1.074
H28 -2.800 1.341 1.201
H29 -4.899 1.456 0.146
H30 -5.166 2.029 -2.306
H31 -3.066 2.027 -3.680
H32 -0.955 1.862 -2.713
H33 2.102 5.605 -0.135
H34 0.849 7.628 0.265
H35 -1.482 7.804 -0.890
H36 -2.263 6.081 -2.381
H37 -0.808 4.037 -2.908
H38 2.921 5.011 -3.742
H39 2.773 5.034 -6.254
H40 1.574 3.176 -7.451
H41 0.457 1.428 -6.080
H42 0.619 1.365 -3.757

Summary:
2S+1: 6
LUMO level (alpha / beta) in eV: -2.9 / -4.1
Expectation value of S²: 8.7645
Frontier orbital gap (alpha / beta) in eV: 6.9 / 5.7
Charge: +1
E_HOMO (alpha / beta) in Ha: -0.357 / -0.360
Molecular weight in g mol⁻¹: 1189.90

A 6-piece molecular cluster, C19H32Cl4F8O4 overall in a non-equilibrium geometry. Source: the OMol25 dataset; level of theory: ωB97M-V/def2-TZVPD.

CARTESIAN COORDINATES (ANGSTROEM)
C1 11.315 13.682 22.849
C2 12.522 13.906 23.699
C3 12.232 14.504 25.049
F1 11.626 15.683 24.874
F2 11.523 13.731 25.895
F3 13.348 12.846 23.830
F4 13.307 14.802 23.052
O1 11.489 13.036 21.591
C4 10.711 13.527 20.504
C5 9.175 13.505 20.767
F5 8.694 14.203 21.821
F6 8.453 13.775 19.684
F7 11.188 14.788 20.310
F8 10.979 12.833 19.376
H1 10.853 14.664 22.741
H2 10.545 13.110 23.367
H3 13.207 14.702 25.495
H4 9.031 12.455 21.019
C6 8.242 6.598 26.613
C7 9.679 6.655 27.127
C8 10.235 5.365 26.449
O2 9.582 5.293 25.228
C9 8.204 5.814 25.349
H5 7.776 7.563 26.413
H6 7.649 5.986 27.293
H7 9.834 6.592 28.204
H8 10.277 7.539 26.905
H9 10.077 4.457 27.031
H10 11.288 5.430 26.174
H11 7.497 4.986 25.387
H12 7.987 6.546 24.570
C10 10.745 7.911 20.682
C11 10.273 8.035 19.263
C12 9.193 9.112 19.315
O3 9.642 9.891 20.461
C13 10.695 9.337 21.200
H13 11.734 7.452 20.706
H14 10.016 7.304 21.220
H15 9.841 7.102 18.900
H16 11.079 8.296 18.578
H17 8.152 8.793 19.368
H18 9.182 9.820 18.487
H19 10.445 9.184 22.250
H20 11.624 9.834 20.920
C14 7.589 9.369 23.617
C15 6.046 9.330 23.589
C16 5.562 10.610 22.910
O4 6.764 11.326 22.567
C17 7.816 10.879 23.427
H21 8.083 8.717 22.896
H22 7.914 9.089 24.619
H23 5.768 9.352 24.643
H24 5.548 8.460 23.161
H25 4.901 11.168 23.573
H26 5.011 10.227 22.052
H27 7.878 11.402 24.381
H28 8.751 10.947 22.869
C18 13.893 9.550 29.681
Cl1 14.534 10.430 30.948
Cl2 12.576 10.608 28.970
H29 14.681 9.456 28.933
H30 13.628 8.538 29.984
C19 11.813 10.112 25.961
Cl3 10.497 10.012 24.802
Cl4 13.404 9.800 25.210
H31 11.774 11.145 26.305
H32 11.688 9.384 26.763

Summary:
2S+1: 2
LUMO level (alpha / beta) in eV: -2.6 / -8.9
Expectation value of S²: 0.7543
Frontier orbital gap (alpha / beta) in eV: 9.2 / 2.9
Charge: +1
E_HOMO (alpha / beta) in Ha: -0.435 / -0.435
Molecular weight in g mol⁻¹: 618.26

C4H9NO2 as an isolated structure in a non-equilibrium geometry. Source: the OMol25 dataset; level of theory: ωB97M-V/def2-TZVPD.

CARTESIAN COORDINATES (ANGSTROEM)
C1 0.753 0.340 -1.883
N1 0.016 1.798 -0.900
C2 -0.875 1.153 -0.298
O1 -0.908 -0.193 -0.582
C3 -0.589 -1.147 0.412
C4 0.292 -0.620 1.540
O2 1.526 -0.107 1.092
H1 1.742 0.538 -1.525
H2 0.625 -0.778 -1.956
H3 0.444 0.783 -2.811
H4 -1.699 1.465 0.355
H5 -1.547 -1.515 0.786
H6 -0.063 -1.963 -0.108
H7 -0.260 0.133 2.121
H8 0.514 -1.456 2.214
H9 1.348 0.762 0.702

Summary:
Energy relative to the best compared isomer or geometry (same formula, charge and spin) in kcal per mole: 117.8
LUMO level in eV: 0.8
Frontier orbital gap in eV: 10.3
Charge: 0
E_HOMO in Ha: -0.346
Molecular weight in g mol⁻¹: 103.12

Number 1: total energy -149703.089 eV. Number 2: total energy -8371.464 eV. Number 3: total energy -88035.634 eV. Number 4: total energy -21050.432 eV. Number 5: total energy -109260.140 eV. Number 6: total energy -235580.928 eV. Number 7: total energy -100229.170 eV. Number 8: total energy -9874.954 eV.